ORCA calculation (ωB97M-V/def2-TZVPD) on a molecular structure, C21H25ClN8O11PPb.

The value obtained for the frontier orbital gap is 7.74 eV. As for the total charge: -1.

The geometry in XYZ format:
```
68
C21H25ClN8O11PPb | the Open Molecules 2025 dataset | ωB97M-V/def2-TZVPD
Pb 1.53667 0.37852 0.17215
C -3.04703 4.29562 -0.86035
N -1.72513 3.77452 -0.67055
C -0.56413 4.41642 -0.98755
C 0.45287 3.57372 -0.63525
N -0.06353 2.44732 -0.11085
C -1.36933 2.56672 -0.14935
P -2.57633 1.35142 0.47325
C -1.58753 0.83502 1.91235
N -0.31633 0.49122 1.92315
C 0.04267 0.32722 3.21325
C -1.03413 0.58222 4.01195
N -2.06723 0.89862 3.18235
C -3.40323 1.20932 3.59855
C -2.24183 -0.08138 -0.58485
N -1.96003 -1.27928 -0.10385
C -1.89603 -2.09948 -1.18185
C -2.20203 -1.40068 -2.31325
N -2.45283 -0.12558 -1.91825
C -2.67943 0.98822 -2.78735
H -3.02093 5.38142 -0.76635
H -3.43273 4.04392 -1.85275
H -3.72153 3.88652 -0.10565
H -0.56463 5.39972 -1.41135
H 1.51217 3.70472 -0.70825
H 1.05197 0.08142 3.46425
H -1.14763 0.57682 5.07515
H -3.55383 0.83742 4.61165
H -3.57103 2.28832 3.59095
H -4.12573 0.73542 2.93255
H -1.61413 -3.12858 -1.08485
H -2.22333 -1.68428 -3.34445
H -3.15963 0.63992 -3.70015
H -3.30153 1.73332 -2.28485
H -1.71193 1.42212 -3.05855
C 1.47267 -2.27858 -3.92225
C 1.64067 -1.14858 -2.90295
C 2.91927 -0.34718 -3.13835
O 1.62327 -1.67678 -1.58215
C 0.45627 -0.13218 -3.01745
O -0.15093 -0.04198 -4.08425
O 0.22287 0.55912 -1.98845
H 2.37387 -2.88448 -4.00065
H 1.24197 -1.84778 -4.89435
H 0.64337 -2.91528 -3.61905
H 3.79147 -0.97928 -2.97555
H 2.95397 0.48072 -2.42695
H 2.94467 0.05242 -4.14935
H 2.53197 -1.79128 -1.25075
O 2.11187 3.90742 2.11085
Cl 3.04747 2.85412 1.87815
O 4.29227 3.18042 2.46405
O 3.19707 2.66772 0.46295
O 2.52977 1.64622 2.45295
O 1.43327 -5.71028 3.51305
C 2.15407 -5.07658 2.53075
O 3.16407 -5.56648 2.12395
C 1.50367 -3.85358 2.04445
C 0.12727 -3.67248 1.94985
N -0.08543 -2.45158 1.44965
N 1.06607 -1.84168 1.20065
C 2.05267 -2.64628 1.54035
C 3.49567 -2.13758 1.31005
O 4.39497 -2.60338 1.98335
O 3.55267 -1.27868 0.38845
H 0.66847 -5.17848 3.76655
H -0.68563 -4.34278 2.15985
H -0.94703 -2.01268 1.08145
```

---

ORCA calculation (ωB97M-V/def2-TZVPD) on a molecular structure, C21H25F5N2O7S2SiTi.

The value obtained for the frontier orbital gap (alpha / beta) is 5.67 / 6.99 eV. As for the total charge: -1. Its multiplicity is 2.

The geometry in XYZ format:
```
64
C21H25F5N2O7S2SiTi | the Open Molecules 2025 dataset | ωB97M-V/def2-TZVPD
Ti -0.15856 -0.61117 0.23015
N -1.36250 2.89769 2.84527
C -1.76088 2.30942 1.67386
O -1.68726 2.91366 0.61434
C -2.38717 0.94201 1.81527
C -2.17457 0.04576 0.60728
H -0.82103 3.74120 2.74824
H -1.12566 2.29826 3.61725
H -3.45209 1.14335 2.00339
H -2.00339 0.46639 2.72274
H -2.60795 0.50356 -0.28530
H -2.70565 -0.90076 0.75665
O -0.33708 -2.19768 1.24969
C -0.77990 -3.37495 0.93782
C -1.35246 -3.71148 -0.31757
C -1.87789 -4.99631 -0.50350
C -2.46529 -5.34806 -1.69554
C -2.55353 -4.44833 -2.76089
C -2.03138 -3.18779 -2.60179
C -1.41734 -2.77833 -1.40330
O -0.92744 -1.57465 -1.31307
N -3.01562 -6.68918 -1.84910
O -2.90020 -7.47465 -0.92308
O -3.54466 -6.97463 -2.91132
H -0.69564 -4.14594 1.70040
H -1.83076 -5.72055 0.29863
H -3.02039 -4.75717 -3.68404
H -2.06742 -2.46719 -3.40952
C 2.32791 2.44404 2.60930
Si 1.64012 0.71148 2.80096
C 3.05574 -0.50073 2.81437
C 0.75890 0.58490 4.46981
O 0.57721 0.42592 1.60614
H 2.92013 2.74734 3.47877
H 1.52023 3.16859 2.47170
H 2.96826 2.48871 1.72423
H 3.64296 -0.38796 3.73274
H 3.70588 -0.35124 1.95105
H 2.68374 -1.52691 2.76480
H 1.38630 0.07360 5.20509
H -0.16347 0.00532 4.36804
H 0.51156 1.56478 4.89104
C -0.10210 3.37456 -1.96887
S -0.81748 1.74234 -1.94149
C -0.46977 1.27554 -3.63064
O 0.19545 0.94375 -1.14835
H 0.95454 3.27995 -2.22241
H -0.24122 3.77641 -0.96735
H -0.63293 3.98049 -2.70415
H -1.09224 1.87196 -4.29909
H -0.73145 0.22053 -3.70849
H 0.59030 1.41653 -3.83990
F 3.67339 1.52036 -5.34921
C 3.33520 0.81492 -4.25571
C 2.73950 -0.42287 -4.37472
F 2.51386 -0.92802 -5.59922
C 2.38702 -1.13554 -3.24068
F 1.81950 -2.32934 -3.43454
C 2.60637 -0.65886 -1.94473
S 2.22592 -1.58817 -0.51690
C 3.19970 0.60338 -1.87430
F 3.46160 1.15446 -0.68445
C 3.55729 1.32990 -2.99411
F 4.10830 2.55330 -2.87145
```

---

ORCA calculation (ωB97M-V/def2-TZVPD) on a molecular structure, C21H25IrN6O4S.

The value obtained for the frontier orbital gap (alpha / beta) is 5.37 / 5.79 eV. As for the total charge: -1. Its multiplicity is 6.

The geometry in XYZ format:
```
58
C21H25IrN6O4S | the Open Molecules 2025 dataset | ωB97M-V/def2-TZVPD
Ir 0.20198 -0.74619 0.10788
N 2.03790 -1.02424 2.13867
C 1.89517 0.02408 3.07914
C 0.60025 0.77400 2.88815
O 0.29504 1.62074 3.72329
N -0.15775 0.54275 1.75334
C -1.58839 1.04614 1.89334
C -2.46744 0.35314 0.91006
O -3.65322 0.65510 0.59858
O -1.87143 -0.58190 0.24622
H 1.43136 -1.82343 2.28872
H 2.97976 -1.36466 1.99533
H 2.68628 0.75303 3.03522
H 1.87811 -0.39157 4.15054
H -1.71033 2.13808 1.79631
H -1.85205 0.79583 2.88141
N 2.27067 -1.13179 -3.51167
C 1.62378 -1.47362 -2.36807
S 2.32793 -1.15740 -0.82451
N 0.42369 -2.03135 -2.48974
N -0.17933 -2.10354 -1.31257
C -1.14131 -3.06399 -1.26003
C -1.56867 -3.71446 -0.09016
C -2.41624 -4.83371 -0.04859
C -2.77318 -5.39992 1.17081
C -2.38162 -4.91351 2.42812
C -1.70701 -3.71051 2.44373
C -1.09236 -3.23447 1.27181
O 0.01875 -2.52224 1.31585
H 3.09984 -0.58775 -3.42053
H 1.71670 -1.08806 -4.35993
H -1.51892 -3.42978 -2.22913
H -2.66618 -5.35999 -0.97507
H -3.42878 -6.28317 1.20998
H -2.61274 -5.49785 3.31697
H -1.48347 -3.19124 3.37684
C 2.91707 4.20214 -0.00547
N 1.59182 3.66541 -0.35173
C 0.40661 4.29482 0.17697
C 1.57989 2.20824 -0.50511
C 0.56037 1.83403 -1.55572
C 0.31707 2.68476 -2.62378
C -0.75339 2.45576 -3.48713
C -1.64821 1.39705 -3.24528
C -1.35378 0.56439 -2.22463
C -0.23318 0.69521 -1.36212
H 3.04146 5.16262 -0.54709
H 3.73996 3.52046 -0.25189
H 3.05087 4.39478 1.10510
H 0.49410 5.35332 -0.08798
H 0.31240 4.26288 1.31175
H -0.54038 3.88791 -0.20340
H 1.28492 1.69692 0.44402
H 2.55410 1.87574 -0.78148
H 0.93150 3.58871 -2.78942
H -0.90881 3.17551 -4.27699
H -2.64343 1.36465 -3.77272
H -1.91777 -0.32790 -2.09623
```

---

Here are the calculated maximum force numbers, same order: 1.3, 0.6, 3.8 (eV Å⁻¹).
Here are the calculated calculated total energy numbers, same order: -83682.5859, -105750.5871, -52983.2700 (eV).